(1)
# C36H52BBrClF13N2O14PS

4 unconnected molecules or ions with the total composition C36H52BBrClF13N2O14PS at a distorted geometry (ωB97M-V/def2-TZVPD, OMol25).

Orbital gap ... 4.87 eV
Net charge ... -1
HOMO energy ... -4.89 eV
Total energy ... -7662.523300 hartree
LUMO ... -0.01 eV
Maximum force ... 5.7 eV/Å

Geometry (Å):
O 0.6417 5.3963 -4.3723
H 3.9057 0.8996 -0.4032
H -3.6670 -4.8952 0.2123
H -6.2794 -7.0736 1.2148
O 7.5618 -9.7753 0.7371
C 0.9805 6.3846 -3.7938
H 4.8802 2.8255 3.1904
S 1.4851 -4.7883 1.5053
H 3.8669 3.3379 0.8922
C 3.9864 -3.3180 -0.7517
C -1.0876 3.1063 -1.7622
C 6.7838 -7.6505 1.5997
H -9.2304 4.6781 -3.4818
C 4.0206 -1.7496 -0.5375
C -3.4693 -1.0433 -1.4329
C 2.8897 0.5637 -0.7809
C 1.3953 -1.0923 4.8436
H -3.5731 1.1405 -1.0597
H 7.5166 -7.0432 1.0627
C 4.2336 -4.2776 0.4787
H -6.7135 6.0220 -3.3908
H -4.3631 -3.5619 -1.7665
F 4.7538 -1.2607 0.5584
H -6.9472 -5.4938 1.9652
H -7.9315 7.3105 -3.5416
F 4.6797 -1.2066 -1.7001
O 1.2819 6.4381 -2.4669
C -2.7515 0.3624 -0.9958
H -3.0021 -2.4058 0.2803
O 7.7075 -12.0181 0.4640
H -1.9130 0.4939 -1.7554
H -1.0012 -1.5118 2.6031
H 3.1143 9.3048 -4.2300
O -1.0961 -0.5976 2.9562
O 5.7224 -11.0473 0.9557
C 2.2000 9.6856 -3.7671
H 3.6243 0.4833 2.0025
H -2.9150 0.1768 1.2021
F 3.8440 -5.0840 2.7033
C -4.8057 -3.1657 -0.7801
C -2.0664 0.2050 0.4447
H 0.4492 0.9491 4.3086
H 1.6356 8.0745 -1.2410
H -5.8955 -2.8752 -0.9363
H 1.8900 -1.3287 -1.3251
C 1.3063 0.2686 3.9637
H 2.9283 3.6132 2.4251
O -5.7910 -5.2995 0.1417
Cl -1.7489 2.2930 2.6774
C -6.0622 -5.9613 1.4056
N 4.8327 1.7862 3.1033
H 1.6975 10.2935 -4.5239
N -2.8563 5.0110 -2.3110
F 3.2413 -2.9735 2.3006
F 5.0529 -3.6158 -1.6644
H 5.4352 -9.7574 2.5286
H -1.3675 4.2854 -3.6632
F 4.5238 -5.5703 -0.0563
C 3.8606 1.5687 2.2265
H 6.1716 -8.6134 -0.2251
H -1.4850 -0.7889 0.3823
O 1.1217 7.6082 -4.3796
H 4.3834 -9.4679 1.1230
H -4.2039 5.3395 -0.6671
H 2.9692 0.6148 -1.9281
F 5.5135 -3.9212 1.0152
C 3.1298 2.8270 1.6120
H 1.7635 -1.9604 4.2153
C -1.5467 2.8494 -0.3186
C 1.7855 2.5897 0.8067
F 1.1409 -4.0325 2.9745
C -3.2802 4.7084 -1.0014
O -6.6529 7.4441 -1.9111
C 2.5930 -1.0112 -0.4968
F 1.7196 -5.6781 0.1431
C 6.4448 -8.8889 0.7992
F 1.7992 -6.1772 2.4153
H -5.1623 -5.9251 2.1060
F 2.8229 -3.6285 -1.5175
H 2.1837 -1.1824 0.5477
H 7.2400 -7.9137 2.5578
C -2.7513 3.7310 0.0151
H -9.2217 6.5110 -1.6855
H -4.4770 -1.3023 0.5535
C 1.3003 8.5511 -3.3263
B -0.1498 0.2238 2.1755
H 2.9747 7.5884 -2.3073
C -6.6630 6.7666 -0.7294
C -1.7762 4.1487 -2.6003
C -8.3414 5.9106 -1.9404
H -4.7403 -3.9051 1.3169
Br 1.7172 4.3876 -0.1878
O -7.5622 5.7427 -0.7584
C -8.7676 4.5699 -2.4984
F 1.0274 -3.4202 0.7042
C -4.6862 -4.3747 0.2661
H -3.2824 3.6605 1.0149
H 2.4677 10.3294 -2.9265
C 3.2514 -4.2618 1.7022
C -7.4030 6.6662 -2.8366
O 1.2399 -0.0124 2.5238
H -7.9160 3.8891 -2.5781
F -0.1067 -5.2629 1.4711
H 2.0730 -0.8777 5.7450
O 0.5251 2.6380 1.4659
O 0.3369 0.9143 -0.3555
H 5.8965 -7.0413 1.7835
H 0.3150 8.9378 -3.0447
C 7.0597 -11.0410 0.6955
H -0.2431 2.5053 -2.2283
C -3.9253 -1.9491 -0.1984
O -5.9711 7.0342 0.2110
C 1.6661 1.5081 -0.3832
C 5.3909 -9.7482 1.4352
H -9.4861 4.0929 -1.8270
H 2.2631 0.8503 4.2344
H 0.3409 -1.2649 5.2443
H -2.6957 -1.6545 -2.0283
H 1.6525 2.2141 -1.2936
P -0.7462 1.5665 0.8721
H -4.3204 -0.8326 -2.1748
C 1.8884 7.7034 -2.2357

***

(2)
# C53H66N3O3PtSSiTe

A molecular structure, C53H66N3O3PtSSiTe at a distorted geometry (ωB97M-V/def2-TZVPD, OMol25).

Energy above the lowest of the compared OMol25 structures with the same formula, charge and spin ... 0.0000 eV
Orbital gap ... 6.61 eV
Net charge ... -1
HOMO energy ... -4.64 eV
Total energy ... -3524.319761 hartree
LUMO ... 1.97 eV
Maximum force ... 1.5 eV/Å

Geometry (Å):
C 1.9703 3.3285 -1.3087
H 1.3523 -5.9667 4.9188
H -1.9648 4.2822 -3.2949
H -0.7571 -0.1824 4.3106
H -3.6265 1.5387 5.3002
C -3.7298 3.9168 -1.1820
C -1.7799 1.4662 2.5799
H -0.9809 -5.5741 4.2538
Si 0.3822 1.2977 -2.6014
H -2.4616 -0.9764 -0.3454
H 1.9429 -4.5651 -0.4254
C 0.7234 -0.2539 -3.7632
H -3.1300 2.3079 -3.8671
H 4.4250 -5.2857 -1.3644
C -0.2894 -5.1419 0.3830
H -0.3619 -1.9334 -4.5849
C 2.3669 3.1966 -3.7493
C -1.4752 -5.4382 -2.1058
H -2.2139 -0.3372 5.2667
H -0.8629 1.6751 -5.5913
H 1.1689 4.0615 -1.3986
H -5.6941 1.0687 3.9846
C -0.5885 -0.9474 -4.1573
C 2.2468 -1.2110 0.1557
C 3.6673 -1.2183 0.2749
H -0.2962 2.0583 5.3564
H 5.4807 -2.3091 0.1836
H -0.2345 0.7130 6.5036
C 1.0804 -5.0306 4.4459
H 4.1267 2.0836 -2.0295
H -4.7041 0.7732 2.5454
H -4.7471 5.1767 -2.5809
C 2.7762 2.0946 3.1838
N -0.6312 -1.7090 0.1776
C -0.8934 1.2906 5.8522
C -2.6012 -1.7074 1.6234
H -1.2485 -1.0957 -3.2957
H 5.6746 -4.6590 -0.2908
C -2.3586 1.6530 -3.4340
C 3.8067 -3.6038 -0.1577
H 0.1182 -1.7345 2.6825
H 0.1824 -5.0260 1.3539
H 3.5087 0.8486 -3.1171
H 2.4378 2.5934 -4.6564
C -2.5671 2.4614 0.5371
C -1.3878 -6.5265 -1.2492
H -3.7286 2.6211 3.9153
C 0.1392 -2.6923 -0.0672
H 5.1346 2.5451 0.1666
H 1.5486 -2.2462 -3.5375
H 1.0126 0.7587 -5.7072
C 4.4030 -2.3881 0.1076
C -2.0781 -1.8431 0.2048
H 1.8302 2.7972 -0.3650
H 4.4474 4.5169 1.5082
C -0.9979 2.3569 -3.5099
H 1.0256 -1.4943 -2.0291
H -1.1423 -0.3920 -4.9157
H 4.3554 -5.6316 0.3599
C 1.6139 -2.5008 -0.0087
C -4.7111 4.8234 -1.5576
H 3.0803 -4.2451 4.4651
H 2.7346 0.0229 2.6298
C 3.1315 1.0055 2.4053
C 4.4616 2.4338 1.0071
H -1.0395 -3.3543 -2.3858
C -5.6333 5.2757 -0.6275
C -0.9763 -4.2032 -1.7151
O 5.6646 0.0247 0.1965
O 1.6586 -0.0581 0.2365
C -3.6494 3.4456 0.1237
H -2.0813 -0.9088 2.1333
C -3.6026 1.5791 4.2100
H -2.4750 -2.7415 -0.2732
O -1.7556 2.1394 -0.3750
C -4.5855 3.9058 1.0516
H -6.2833 5.1538 1.4156
H -0.7228 -7.2172 0.6731
H 2.4359 -2.1327 3.3565
C 0.3649 -2.6492 3.1985
C -4.7200 0.7200 3.6335
C -0.7944 -6.3740 -0.0029
H 2.9189 3.8795 -1.2440
C 2.4202 -3.6188 -0.2125
H -3.6630 -1.4507 1.6082
C 4.4935 -0.0038 0.5403
N -2.2779 1.1223 3.8021
C 3.2455 3.3608 2.8600
H 0.2145 3.0260 -5.2372
H -2.3734 0.7336 -4.0156
C 4.0864 3.5295 1.7687
C -0.7587 2.5934 -5.0113
H -1.9317 -5.5468 -3.0820
H 2.5415 -1.0074 -2.7655
H -1.5223 3.2923 -5.3802
S -0.1876 1.0814 2.1524
Pt -0.1120 0.8184 -0.3244
C -0.3828 -4.0436 -0.4673
C -5.5661 4.8104 0.6799
H -6.3988 5.9857 -0.9162
H 2.9432 4.2176 3.4500
H 1.6051 -0.9010 -5.6242
C 1.5003 0.0343 -5.0559
H 3.3429 3.6802 -3.6041
C 1.6827 -2.8839 3.5705
H -1.6387 1.7838 6.4796
H 3.0892 0.7979 -1.3977
H 2.5091 0.3941 -4.8517
H -1.7776 -7.4904 -1.5522
C -0.2362 -4.8069 4.0699
H 1.6442 3.9909 -3.9318
H -4.5993 -0.3235 3.9347
N -2.6699 2.1268 1.8186
C 3.2512 1.4580 -2.2500
H -4.5337 3.5401 2.0665
C -1.1227 3.7355 -2.8460
C 2.0471 -4.0686 4.1924
C 3.9737 1.1695 1.3135
H -0.2336 4.3415 -3.0042
C 2.0369 2.3610 -2.5015
H -1.2968 3.6647 -1.7666
C -1.5283 0.3813 4.8079
H 2.1061 1.9592 4.0239
Te -2.6228 -3.4223 2.8957
H -3.0177 3.5667 -1.9078
C -0.5996 -3.6165 3.4416
H -2.6382 1.4034 -2.4187
C 4.6062 -4.8614 -0.3738
C 1.5134 -1.3007 -2.9779

***

(3)
# C6H9BBrNO5P

2 unconnected molecules or ions with the total composition C6H9BBrNO5P at a distorted geometry (ωB97M-V/def2-TZVPD, OMol25).

Orbital gap ... 6.87 eV
Net charge ... -1
HOMO energy ... -4.90 eV
Total energy ... -3605.312134 hartree
LUMO ... 1.97 eV
Maximum force ... 2.3 eV/Å

Geometry (Å):
O -1.2205 0.8493 -0.4354
C 1.6778 -1.7227 -3.0430
H 2.6411 -1.8404 -3.5203
C -0.5194 -2.5716 -2.5435
H 1.9315 0.8407 2.5167
H -1.7600 -1.3144 -1.3296
H -2.2677 2.4972 2.5870
H 0.9310 -3.6114 -3.7337
C 0.1646 -0.4387 -1.7115
H -1.2656 -3.3490 -2.6329
O 0.4424 0.7393 4.5450
H 2.1510 0.1998 -2.2242
O 1.1001 0.9995 2.0981
N -0.1369 0.7769 -0.9576
H -2.0005 0.6871 1.8710
C 1.4038 -0.5741 -2.3149
C -0.8003 -1.4269 -1.8119
H 0.2002 3.6168 2.7259
Br -2.8378 0.6564 4.3905
O 0.7154 1.6336 -0.9130
B -1.7961 1.4112 2.7901
P 0.0645 1.5198 3.3033
C 0.7163 -2.7184 -3.1604
O 0.4650 3.1401 3.5044

***

(4)
# CH3NOS

CH3NOS in the gas phase at a distorted geometry (ωB97M-V/def2-TZVPD, OMol25).

Energy above the lowest of the compared OMol25 structures with the same formula, charge and spin ... 3.1346 eV
Orbital gap ... 9.13 eV
HOMO energy ... -8.71 eV
SMILES ... ONC=S
Total energy ... -567.985563 hartree
LUMO ... 0.42 eV
Maximum force ... 3.2 eV/Å

Geometry (Å):
H 0.0585 1.2623 0.8309
S 2.2599 0.0344 0.2620
N -0.1545 0.3763 0.3166
C 0.7909 -0.5076 -0.0059
O -1.5865 0.2107 0.0985
H -1.9161 -0.0445 -0.8565
H 0.5479 -1.3316 -0.6456

***

(5)
# C6H12O2

3 unconnected molecules or ions with the total composition C6H12O2 at a distorted geometry (ωB97M-V/def2-TZVPD, OMol25).

Energy above the lowest of the compared OMol25 structures with the same formula, charge and spin ... 3.2082 eV
Orbital gap ... 9.09 eV
HOMO energy ... -8.61 eV
SMILES ... C=C/C=C/C=C.O.O
Total energy ... -386.202260 hartree
LUMO ... 0.49 eV
Maximum force ... 2.6 eV/Å

Geometry (Å):
O -0.4972 -2.9898 0.0748
H 0.2320 -0.9434 -0.0329
C -1.8236 -0.3959 -0.4248
C 0.9982 1.3579 1.3279
C -2.2805 0.1111 -1.5493
C -0.4725 -0.1593 0.0970
H 1.8550 0.6737 1.2188
H -0.0545 -3.8486 0.1621
H -1.0111 1.8147 0.7654
C 1.3475 2.5333 1.8770
H 0.5963 3.3084 2.0656
O 2.4602 -0.2946 -1.5675
H 2.6583 0.2338 -0.7752
C -0.2850 1.0370 0.6973
H -2.3748 -1.0372 0.2581
H -1.7916 0.7003 -2.2929
H -3.3313 0.0951 -1.7996
H -1.2785 -3.2188 -0.4528
H 2.2938 2.6327 2.3686
H 1.9597 -1.0547 -1.2505

***

(6)
# C3H7IN

A molecular structure, C3H7IN at a distorted geometry (ωB97M-V/def2-TZVPD, OMol25).

Energy above the lowest of the compared OMol25 structures with the same formula, charge and spin ... 3.5166 eV
Orbital gap ... 9.35 eV
Net charge ... +1
HOMO energy ... -14.31 eV
Total energy ... -470.574056 hartree
LUMO ... -4.96 eV
Maximum force ... 3.1 eV/Å

Geometry (Å):
C -0.4832 -0.7235 0.6041
H 1.9109 1.2107 -1.1829
H -0.2977 -0.9483 1.6438
N 0.4327 0.2934 0.0709
H -0.1936 -0.9603 -1.6750
H -0.4022 -1.6120 -0.1006
H -1.4069 0.6351 -1.0989
C -0.9368 0.5151 -0.0973
C 1.5676 0.3545 -0.4933
H 2.3507 -0.3722 -0.0380
H -1.1829 1.3976 0.5090
I 0.9978 -1.1310 -2.8012

***

(7)
# C54H120N3O3P2

5 unconnected molecules or ions with the total composition C54H120N3O3P2 at a distorted geometry (ωB97M-V/def2-TZVPD, OMol25).

Orbital gap (spin up / spin down) ... 8.36 / 4.06 eV
Net charge ... +4
HOMO energy (spin up / spin down) ... -18.15 / -18.15 eV
Total energy ... -3200.657375 hartree
LUMO (spin up / spin down) ... -9.78 / -14.09 eV
Maximum force ... 2.6 eV/Å
Spin multiplicity ... 2

Geometry (Å):
H -0.1287 5.6156 0.0454
H -1.4676 -0.5038 2.9999
H 0.6683 3.0884 1.8406
C -7.8077 -0.5653 -0.6281
H -11.2312 -1.2012 -1.0321
H 5.0992 -1.9407 2.1611
H 1.1902 3.8276 -4.7070
H -1.9475 -3.8048 7.7585
H 4.2635 1.7950 2.3426
H -6.2373 -1.6185 1.8652
H 7.0340 0.1385 0.3180
H -0.5317 -4.3641 -1.7600
H 1.4633 -2.5467 -4.2137
H 0.7055 -1.1961 -3.4821
H 2.2447 1.4668 -2.6876
H -1.2521 -4.1626 9.3199
C 3.9345 -0.7258 -8.8030
C 3.1952 2.9244 0.8672
H -6.6889 -2.3601 -0.2966
H 4.2659 -2.2853 -5.6700
C -9.0451 -1.2781 -1.2619
H -2.5005 1.5535 4.8456
H 3.7463 5.2524 0.0089
H 0.5999 3.0348 0.1010
H -4.0168 -2.0613 -3.2013
C -1.9416 -3.9864 2.6489
H -1.7434 2.9345 -0.9696
H 3.3959 -2.6145 -7.5875
C 3.1082 5.7273 -2.5739
H -5.3194 -0.0061 3.4495
C 0.2123 -3.4808 7.9242
C 2.6205 -2.6925 3.0003
H -1.4415 -2.4905 8.7610
C -3.7168 -0.0118 -2.6374
H 6.0835 1.6097 0.3498
C -3.5767 -1.5036 -2.3746
C 3.3304 2.3516 2.2548
H 2.5421 6.6368 -2.3727
H -1.7713 4.6591 -1.5012
H 0.0935 -1.6713 6.7654
H 2.5430 1.6574 2.5483
H 2.7271 -0.7424 -1.9428
H 0.6308 -2.3513 -1.4101
C 1.4345 -1.9815 -3.2821
H 1.2315 1.3657 -5.5076
C -4.7618 -0.8950 3.1545
H 1.5512 -2.5832 6.3985
H 4.8469 -0.1632 -9.0010
H 4.3427 4.0377 3.1621
C -1.1759 -5.9908 1.1599
H -3.1874 -5.6411 1.8303
H 5.4080 1.0493 -4.1695
C 3.0725 -2.5655 1.5451
H 2.3957 -1.9918 0.9119
C 6.6726 1.0954 -1.6263
H 4.1722 3.1622 0.4464
C -1.7496 4.3248 0.6660
H 5.6801 -0.5914 -3.8117
H 2.9888 5.4511 -3.6216
H 2.0839 -3.6210 3.1954
C 6.9183 1.1168 -0.1485
H 1.8662 -3.5245 -1.9442
H -1.2189 4.2459 -4.5821
H 0.2818 -4.1597 5.0213
H -0.0574 3.3551 4.5757
C 2.8065 -1.3305 -2.8571
H -4.3688 -2.7196 -0.5984
H -3.2782 -1.5317 -0.2988
C -1.4666 1.7669 4.5745
H -5.6832 0.7149 0.9234
H -3.7406 -0.5212 3.0802
C -1.1683 -3.5011 8.4576
C -1.1499 -0.7166 4.0206
C 5.0727 0.2579 -3.4990
H -1.8921 3.4840 1.3449
H -1.2669 -3.3298 5.4440
H 4.6564 -1.8176 0.4195
H 0.4259 0.6691 4.5663
H -9.1085 -2.2079 -0.6966
H -2.5400 -1.8074 -2.5193
H -5.8324 0.4868 -2.3205
H 0.4724 0.8869 -3.8957
H -0.6608 -2.5715 1.4642
P 3.3891 -0.1064 -4.0049
H -10.4963 0.3284 -1.5020
H 0.3975 -4.7437 -3.1192
H 1.6897 5.0042 2.8588
C -0.8983 3.2438 -4.8669
C -5.2034 -1.2840 1.7794
H -2.5230 4.9788 1.0688
H 4.5070 1.0661 -1.5380
C -0.6795 -3.0766 2.4299
C 2.6725 5.1418 -0.1423
H 7.4675 0.5263 -2.1084
C -0.6356 0.5193 4.7633
C 4.1389 -1.8266 -7.7111
H 0.1727 -3.7430 2.2968
H -0.9683 -6.6457 2.0062
H 0.5348 3.2020 -3.2912
N -0.1290 0.2139 -0.1016
H 2.2696 6.1318 0.0716
H -3.2387 3.7662 -0.8810
H 4.1883 5.6335 -2.4609
H -1.5333 -6.6057 0.3340
H 1.8794 -1.0662 4.4326
H -3.9621 0.0787 0.8180
C 0.9961 -2.9433 -2.2493
C -0.3034 4.8788 0.8293
H 3.1873 -3.5520 1.0959
H 2.9014 2.1915 0.1157
H 2.9393 3.7271 -1.6874
H 2.8693 3.5016 4.0620
C -5.0283 -0.1437 0.7745
C 1.0857 1.5956 -4.4521
H 5.3325 -1.0589 -6.2422
H -6.5277 -1.6780 -1.9420
H 3.1224 -0.0726 -8.4839
C 0.4953 -2.6782 6.6518
H -1.7362 -4.5589 3.5534
H -1.5964 3.9001 5.1741
C -4.9146 0.3978 -1.7393
H 1.3878 4.5497 -1.8744
H 3.7709 -1.4308 -9.6180
C -6.5834 -1.4446 -0.8787
H 3.4867 -2.7974 3.6536
H -0.1612 5.5271 1.6939
H 5.0629 -0.4292 -1.4337
C -0.0541 -3.8884 -2.6166
H 1.5078 -0.8135 2.7644
H -1.4331 2.5779 -4.1897
C 3.2251 -0.4805 -5.7705
N -5.2009 -0.7401 -0.6463
C -4.1235 -1.7211 -0.9603
H -4.9021 -1.6158 3.9599
H -2.6946 -4.3962 0.6916
H 0.5418 -4.4698 7.6059
H -10.2968 -0.1339 0.1215
H 3.4645 0.4933 -6.1978
H -1.9704 -1.1701 4.5767
P -0.0220 -2.1141 3.8326
C 2.4344 4.6895 -1.6038
O 0.9108 0.3076 0.5105
C 1.6673 -1.5975 3.5047
H 0.8673 -3.1682 8.7374
H -8.9743 -1.5326 -2.3194
C 0.7656 3.7032 0.9458
C -2.3506 -5.0152 1.5202
C 4.2992 -1.4000 -6.3051
H -8.0348 -0.4713 0.4338
C -0.9078 3.0553 5.1882
H -7.6244 0.4243 -1.0467
H -4.6676 -2.1870 1.4865
C 0.5469 3.0168 -4.3653
H 4.2310 -0.6291 1.5649
H -0.8496 -3.4280 -3.2023
C 2.6300 4.7582 2.3654
H 3.2442 5.6442 2.2044
H -2.8087 0.5801 -2.5224
C 5.3002 0.4745 -1.9950
H 2.1907 -0.8184 -5.8326
H -0.2068 -5.5869 0.8670
H 3.0785 2.2726 -4.0334
C 4.3088 -1.7099 1.4469
C 2.4391 1.4334 -3.7596
H 7.8061 1.7434 -0.0638
H -4.7745 1.3350 -1.2008
H 6.6509 2.1363 -1.9492
H -3.9558 0.0889 -3.6961
H -0.6960 0.2967 5.8286
C -0.1849 -3.2329 5.3550
H 3.6707 -1.9937 -2.8200
O -0.1528 0.4826 -1.2936
H -0.6406 2.8075 6.2155
N 2.2730 4.1387 0.9714
C -2.1636 3.9253 -0.7971
C 3.3366 3.6255 3.0851
H 5.0220 -2.4525 -7.8392
C -10.3648 -0.5574 -0.8806
H -2.8071 -3.3458 2.8186
H -1.1527 3.0075 -5.9001
H -1.5718 1.8154 3.4906
O -1.0569 -0.1982 0.5337